19
Properties=species:S:1:pos:R:3:mulliken_charge:R:1 method="wB97M-V/def2-TZVPD" relative_energy_ev=1.463 gap_ha=0.3472 homo_energy_ha=-0.32216 energy_ev=-12884.481 smiles="NC(=O)C1=NCC=CCN1"
N -1.256 -0.791 -2.776 -0.43
C -1.338 -1.245 -1.527 0.08
O -1.592 -2.450 -1.373 -0.62
C -0.618 -0.408 -0.457 0.78
N -0.957 0.825 -0.418 -0.55
C -0.462 1.852 0.452 -0.59
C 0.603 1.624 1.480 -0.25
C 1.304 0.532 1.790 -0.36
C 1.297 -0.831 1.187 -0.52
N 0.357 -1.131 0.135 -0.20
H -1.634 0.132 -2.948 0.26
H -1.130 -1.636 -3.419 0.27
H -0.118 2.685 -0.188 0.31
H -1.333 2.280 0.980 0.32
H 0.855 2.540 2.026 0.31
H 2.055 0.624 2.580 0.31
H 2.315 -1.034 0.812 0.34
H 1.140 -1.556 2.004 0.32
H 0.513 -2.014 -0.340 0.21

***

20
Properties=species:S:1:pos:R:3:mulliken_charge:R:1 method="wB97M-V/def2-TZVPD" relative_energy_ev=1.469 gap_ha=0.3528 homo_energy_ha=-0.32556 energy_ev=-14932.721 smiles="N[C@@H](Cc1c[nH]cn1)C(=O)O"
N 1.648 1.046 -1.510 -0.80
C 1.596 0.850 0.008 0.02
C 0.259 1.488 0.445 -1.02
C -0.881 0.542 0.299 0.58
C -2.204 0.744 0.649 -0.80
N -2.985 -0.260 0.063 -0.11
C -2.153 -1.018 -0.650 -0.38
N -0.931 -0.593 -0.691 -0.37
C 1.734 -0.635 0.326 0.43
O 1.751 -1.462 -0.548 -0.50
O 1.620 -0.780 1.663 -0.44
H 2.511 0.700 -1.840 0.25
H 0.917 0.428 -1.995 0.32
H 2.409 1.436 0.372 0.62
H 0.241 2.447 -0.153 0.30
H 0.279 1.878 1.458 0.37
H -2.603 1.503 1.258 0.44
H -3.959 -0.081 -0.097 0.26
H -2.559 -1.785 -1.246 0.46
H 1.566 -1.768 1.825 0.37

***

20
Properties=species:S:1:pos:R:3:mulliken_charge:R:1 method="wB97M-V/def2-TZVPD" relative_energy_ev=6.294 gap_ha=0.3065 homo_energy_ha=-0.28409 energy_ev=-14927.896
H 1.864 2.468 0.927 0.21
N 1.129 1.957 0.402 -0.56
C 1.542 0.852 -0.041 0.34
N 2.705 0.194 0.218 -0.38
C 0.559 -0.056 -0.752 0.36
C 0.361 -1.382 -0.225 -0.45
C -0.858 -1.949 0.070 -0.27
C -2.113 -1.285 0.198 -0.52
C -2.403 -0.019 0.340 -0.16
N -1.390 0.839 0.127 0.05
O -1.581 2.222 0.436 -0.52
O -0.721 0.570 -1.108 -0.29
H 2.871 -0.754 -0.141 0.16
H 3.659 0.642 0.430 0.25
H 0.981 -0.140 -1.699 0.46
H 1.307 -2.021 -0.397 0.07
H -0.946 -3.030 -0.063 0.27
H -2.907 -2.088 0.133 0.21
H -3.433 0.427 0.588 0.34
H -0.625 2.553 0.557 0.42

***

20
Properties=species:S:1:pos:R:3:mulliken_charge:R:1 method="wB97M-V/def2-TZVPD" relative_energy_ev=3.132 gap_ha="0.2479 / 0.2272" homo_energy_ha="-0.21868 / -0.34774" s_squared=2.02 energy_ev=-14926.135 multiplicity=3
C 1.876 1.117 -0.162 -0.23
C 0.679 1.057 -2.271 -0.11
C -1.682 1.838 0.425 -0.03
C 1.706 0.298 -1.489 -0.42
C -0.332 1.632 -0.251 1.17
C -0.715 -1.407 1.374 -0.89
N 0.869 1.701 0.407 -0.46
N -0.313 1.632 -1.661 -0.51
N -1.187 -0.896 0.072 -0.45
O -2.547 1.217 0.892 -0.43
O -1.245 2.939 0.221 -0.34
H 2.893 1.310 0.215 0.46
H 0.811 1.164 -3.363 0.42
H 2.755 0.329 -1.888 0.32
H 1.150 -0.600 -1.164 0.09
H -0.668 -2.455 1.412 0.42
H 0.231 -1.065 1.757 0.29
H -1.520 -1.214 2.162 0.27
H -2.127 -1.170 -0.078 0.25
H -0.628 -1.225 -0.752 0.19

***

19
Properties=species:S:1:pos:R:3:mulliken_charge:R:1 method="wB97M-V/def2-TZVPD" relative_energy_ev=3.293 gap_ha=0.3241 homo_energy_ha=-0.43140 charge=+1 energy_ev=-12319.341 smiles=Cc1cn2[nH+]cc(N)c2[nH]1
C 3.152 0.390 0.217 -1.27
C 1.693 0.134 -0.071 0.54
C 1.117 -1.171 -0.030 -0.22
N -0.199 -0.990 -0.235 0.45
N -1.303 -1.749 0.028 -0.44
C -2.457 -0.968 0.062 -0.67
C -2.184 0.336 0.018 0.55
N -2.770 1.522 0.004 -0.41
C -0.459 0.345 -0.327 -0.11
N 0.678 1.008 -0.217 0.00
H 3.338 0.295 1.264 0.32
H 3.883 -0.235 -0.335 0.34
H 3.457 1.437 0.021 0.35
H 1.714 -2.141 -0.175 0.31
H -1.333 -2.717 -0.372 0.29
H -3.387 -1.488 0.163 0.46
H -2.125 2.350 0.125 0.19
H -3.695 1.702 0.159 0.20
H 0.878 1.938 -0.299 0.11

***

19
Properties=species:S:1:pos:R:3:mulliken_charge:R:1 method="wB97M-V/def2-TZVPD" relative_energy_ev=6.221 gap_ha="0.2674 / 0.2782" homo_energy_ha="-0.52187 / -0.54356" charge=+1 energy_ev=-12316.413 smiles="C[C@H]1CCN=C2[NH+]=C=NN21"
C 1.288 -1.439 0.084 -1.14
C 1.006 -0.019 -0.488 0.02
C -0.066 -0.120 -1.612 -0.80
C -1.537 -0.374 -0.969 -0.56
N -1.679 0.034 0.366 -0.47
C -0.735 0.724 0.940 0.47
N -0.847 1.369 2.173 -0.08
C 0.413 1.757 2.445 0.37
N 1.230 1.401 1.534 -1.01
N 0.543 0.795 0.563 0.85
H 0.262 -1.784 0.343 0.35
H 1.808 -1.408 1.086 0.35
H 1.931 -1.962 -0.638 0.39
H 1.917 0.460 -0.919 0.35
H 0.151 -0.889 -2.268 0.43
H -0.182 0.708 -2.392 0.37
H -2.230 0.162 -1.688 0.31
H -1.730 -1.369 -1.047 0.49
H -1.545 1.954 2.488 0.30

***

20
Properties=species:S:1:pos:R:3:mulliken_charge:R:1 method="wB97M-V/def2-TZVPD" relative_energy_ev=4.998 gap_ha=0.3362 homo_energy_ha=-0.30304 energy_ev=-13813.456 smiles=CN(C)n1ncn2cncc12
C 2.353 0.592 -1.038 -0.76
N 1.409 0.523 0.061 -0.10
C 2.218 0.070 1.258 -1.00
N 0.277 -0.143 -0.322 0.59
N 0.074 -1.435 -0.373 -0.80
C -1.144 -1.804 -0.310 -0.07
N -2.035 -0.759 -0.110 0.11
C -3.334 -0.261 -0.006 -0.14
N -3.403 1.000 0.188 -0.52
C -2.085 1.467 0.260 -0.72
C -1.301 0.398 0.095 0.10
H 1.965 1.398 -1.766 0.25
H 3.295 0.853 -0.570 0.36
H 2.351 -0.366 -1.777 0.23
H 2.810 0.842 1.463 0.45
H 1.488 -0.231 1.973 0.36
H 2.755 -0.905 1.120 0.30
H -1.611 -2.724 -0.421 0.47
H -4.097 -0.976 -0.198 0.38
H -1.985 2.462 0.474 0.50

***

23
Properties=species:S:1:pos:R:3:mulliken_charge:R:1 method="wB97M-V/def2-TZVPD" relative_energy_ev=1.137 gap_ha="0.2646 / 0.2505" homo_energy_ha="-0.28568 / -0.26682" energy_ev=-28743.778
C 1.609 2.639 -0.490 -0.58
C 0.279 2.408 -0.678 -0.46
C 2.461 1.499 -0.333 -0.27
C -0.296 1.126 -0.661 0.23
C 0.625 0.062 -0.236 0.24
C 0.256 -1.258 -0.046 0.57
N 1.994 0.294 -0.260 -0.50
N -1.559 0.774 -0.973 0.01
N -1.962 -0.465 -0.692 -0.56
N 1.149 -2.319 -0.252 -0.49
N -1.773 -0.808 2.018 -0.51
O -1.653 -2.981 0.476 -0.62
O -0.034 -2.510 2.194 -0.71
S -0.897 -1.966 1.156 1.07
H 1.961 3.657 -0.734 0.33
H -0.323 3.360 -0.743 0.31
H 3.510 1.463 -0.617 0.38
H -1.921 1.408 -1.699 0.30
H -2.749 -0.603 -1.275 0.13
H 2.134 -2.035 -0.497 0.32
H 0.948 -2.973 0.495 0.22
H -1.088 -0.221 2.205 0.27
H -2.669 -0.552 1.641 0.30

***

17
Properties=species:S:1:pos:R:3:mulliken_charge:R:1 method="wB97M-V/def2-TZVPD" relative_energy_ev=0.000 gap_ha="0.0685 / 0.2282" homo_energy_ha="0.05179 / -0.10996" s_squared=0.76 charge=-1 energy_ev=-9903.885 multiplicity=2
N 1.773 -0.961 -0.316 -0.55
C 0.930 0.117 -0.558 0.68
C 0.714 0.550 -1.873 -0.60
C -0.216 1.539 -2.135 -0.54
C -0.846 2.241 -1.104 -0.64
C -0.712 1.721 0.171 -0.53
C 0.170 0.689 0.460 -0.64
H 2.113 -1.032 0.630 0.22
H 2.483 -1.135 -1.011 0.21
H 1.065 -0.013 -2.729 0.19
H -0.341 1.845 -3.165 0.31
H -1.505 3.051 -1.415 0.33
H -1.207 2.153 1.022 0.32
H 0.233 0.341 1.480 0.25
H -0.998 -3.826 2.984 0.34
H -1.961 -3.198 3.941 0.33
O -1.697 -4.081 3.618 -0.67

***

17
Properties=species:S:1:pos:R:3:mulliken_charge:R:1 method="wB97M-V/def2-TZVPD" relative_energy_ev=5.453 gap_ha=0.3411 homo_energy_ha=-0.31507 energy_ev=-9900.151
C -0.365 -0.669 0.476 0.59
C 0.989 -1.400 0.037 -0.86
C 0.913 -0.066 0.673 -0.29
C 0.724 1.113 -0.245 -0.22
C -0.179 0.701 -1.603 -0.68
C -1.130 0.302 -0.457 -0.32
H -1.120 -1.997 1.881 0.39
H 1.085 -2.378 0.707 0.19
H 1.350 -1.464 -0.911 0.30
H 1.069 0.119 1.700 0.34
H 1.563 1.887 -0.450 0.32
H 0.227 -0.267 -2.023 0.19
H -0.410 1.579 -2.271 0.32
H -2.136 0.245 -0.623 0.62
H -0.827 1.654 1.155 0.26
N -0.739 1.514 0.209 -0.57
O -1.012 -0.872 1.745 -0.59

***

17
Properties=species:S:1:pos:R:3:mulliken_charge:R:1 method="wB97M-V/def2-TZVPD" relative_energy_ev=2.903 gap_ha=0.3688 homo_energy_ha=-0.33568 energy_ev=-9902.701 smiles="O=C1CCCN2C[C@H]12"
O -2.610 -1.101 -0.354 -0.56
C -1.561 -0.566 -0.134 0.38
C -1.329 0.991 0.139 -0.77
C 0.023 1.557 -0.391 -0.55
C 1.249 0.641 -0.023 -0.57
N 0.860 -0.692 -0.588 -0.29
C 0.885 -2.057 -0.143 -0.19
C -0.240 -1.092 0.245 -0.30
H -1.296 1.030 1.228 0.33
H -2.111 1.661 -0.178 0.38
H 0.210 2.536 0.007 0.41
H -0.050 1.714 -1.486 0.29
H 2.165 0.976 -0.531 0.35
H 1.485 0.528 1.089 0.31
H 1.537 -2.403 0.727 0.24
H 0.849 -2.839 -0.896 0.26
H -0.065 -0.885 1.291 0.28

***

17
Properties=species:S:1:pos:R:3:mulliken_charge:R:1 method="wB97M-V/def2-TZVPD" relative_energy_ev=1.096 gap_ha=0.3183 homo_energy_ha=-0.29796 energy_ev=-9904.508 smiles="C=Cc1ccc[nH]1.O"
C 3.247 -0.520 0.120 -0.83
C 2.080 0.095 0.207 -0.22
C 0.815 -0.173 -0.433 0.39
C 0.179 -1.266 -0.964 -0.46
C -1.018 -0.827 -1.574 -0.47
C -1.079 0.513 -1.394 -0.46
N 0.036 0.906 -0.720 -0.08
H 3.364 -1.369 -0.537 0.27
H 4.098 -0.219 0.710 0.26
H 2.041 0.958 0.885 0.19
H 0.581 -2.259 -0.877 0.42
H -1.827 -1.397 -1.987 0.40
H -1.917 1.080 -1.773 0.38
H 0.191 1.824 -0.342 0.21
O -3.878 0.955 3.170 -0.64
H -3.658 1.484 2.385 0.32
H -3.255 0.215 3.124 0.32

***

Please write out number 10 again, unchanged.
17
Properties=species:S:1:pos:R:3:mulliken_charge:R:1 method="wB97M-V/def2-TZVPD" relative_energy_ev=5.453 gap_ha=0.3411 homo_energy_ha=-0.31507 energy_ev=-9900.151
C -0.365 -0.669 0.476 0.59
C 0.989 -1.400 0.037 -0.86
C 0.913 -0.066 0.673 -0.29
C 0.724 1.113 -0.245 -0.22
C -0.179 0.701 -1.603 -0.68
C -1.130 0.302 -0.457 -0.32
H -1.120 -1.997 1.881 0.39
H 1.085 -2.378 0.707 0.19
H 1.350 -1.464 -0.911 0.30
H 1.069 0.119 1.700 0.34
H 1.563 1.887 -0.450 0.32
H 0.227 -0.267 -2.023 0.19
H -0.410 1.579 -2.271 0.32
H -2.136 0.245 -0.623 0.62
H -0.827 1.654 1.155 0.26
N -0.739 1.514 0.209 -0.57
O -1.012 -0.872 1.745 -0.59